{
  "formula": "C3H8BrN",
  "method": "ωB97M-V/def2-TZVPD",
  "de_lowest_ev": 1.564,
  "lumo_ev": [-2.337, -2.342],
  "multiplicity": 1,
  "homo_lumo_gap_ev": [7.194, 7.189],
  "energy_ha": -2747.7736,
  "species": ["C", "C", "C", "N", "Br", "H", "H", "H", "H", "H", "H", "H", "H"],
  "xyz": [[0.198, -1.818, -0.184], [-0.085, 1.902, -0.079], [0.528, -0.399, 0.251], [-0.154, 0.565, -0.518], [-2.693, -0.095, -0.003], [0.283, -1.903, -1.262], [0.863, -2.532, 0.293], [-0.825, -2.048, 0.095], [-0.828, 2.495, -0.610], [-0.182, 2.040, 1.006], [0.904, 2.278, -0.378], [0.392, -0.271, 1.338], [1.597, -0.215, 0.051]]
}